Density functional theory data (the ωB97M-V functional and the def2-TZVPD basis) for a 10-piece molecular cluster, C32H76F15N7O8P2S overall in a non-equilibrium geometry.

Each line ends with the Mulliken charge.
Element x y z (Å)
C1 6.816197 -13.509174 -3.458088  -1.07
C2 6.106515 -12.250729 -3.771324  0.65
O1 5.452429 -12.132234 -4.820227  -0.42
N1 6.120898 -10.988698 -2.849898  -0.13
H1 6.447499 -11.259725 -1.933393  0.36
H2 6.662756 -10.253512 -3.281159  0.35
C3 4.669841 -10.442097 -2.700649  -0.87
H3 7.718309 -13.330091 -2.873077  0.39
H4 7.174260 -14.007321 -4.359057  0.32
H5 6.268505 -14.196105 -2.812910  0.32
H6 4.590481 -9.446639 -2.263790  0.38
H7 4.032838 -11.006382 -2.019534  0.34
H8 4.191717 -10.427792 -3.680080  0.38
C4 -2.066946 -7.581992 3.446841  -1.06
C5 -2.391734 -6.985750 4.773836  0.60
O2 -3.549563 -6.578010 5.023575  -0.44
N2 -1.264227 -6.895864 5.925002  -0.19
H9 -0.381957 -6.915298 5.433757  0.37
H10 -1.222880 -5.951054 6.279568  0.37
C6 -1.453542 -7.894979 7.039332  -0.76
H11 -2.952433 -7.835184 2.863828  0.34
H12 -1.562108 -8.543763 3.537585  0.37
H13 -1.436668 -6.978067 2.794048  0.36
H14 -0.856713 -7.471937 7.847372  0.37
H15 -0.909502 -8.743102 6.623621  0.35
H16 -2.454150 -8.156030 7.383907  0.30
C7 2.506008 2.731311 5.704326  -1.06
C8 3.748238 1.806267 5.613275  0.63
O3 4.918121 2.186367 5.483172  -0.41
N3 3.537552 0.409849 6.194195  -0.19
H17 2.731409 0.299090 6.792494  0.40
H18 3.385305 -0.262488 5.456038  0.37
C9 4.771617 -0.152070 6.924889  -0.81
H19 2.187553 3.139874 6.663366  0.35
H20 1.651542 2.186759 5.302530  0.38
H21 2.768173 3.548121 5.031880  0.30
H22 5.682994 -0.328740 6.353683  0.32
H23 4.474275 -1.076526 7.419937  0.36
H24 4.969134 0.607223 7.681571  0.38
C10 -4.002191 5.006000 -1.316787  -1.11
C11 -3.996080 6.165645 -0.362156  0.53
O4 -2.977483 6.672345 0.019707  -0.37
N4 -5.391693 6.619855 0.158303  -0.13
H25 -5.753621 7.209214 -0.577744  0.37
H26 -5.893265 5.745263 0.218323  0.40
C12 -5.254205 7.332444 1.564743  -0.76
H27 -4.601438 4.117313 -1.118679  0.37
H28 -3.039136 4.496875 -1.354438  0.36
H29 -4.201078 5.380779 -2.320814  0.34
H30 -4.296354 7.290972 2.083304  0.30
H31 -6.079659 6.982807 2.184812  0.36
H32 -5.415769 8.383782 1.326687  0.33
C13 -8.008181 0.135269 8.106650  -0.95
C14 -7.135901 -0.780905 7.288896  0.43
O5 -7.467020 -2.004926 7.241568  -0.42
N5 -5.847548 -0.291523 6.601709  -0.10
H33 -5.690457 0.598729 7.052121  0.39
H34 -5.050324 -0.827615 6.913361  0.36
C15 -6.018998 -0.302537 5.104148  -0.77
H35 -9.022601 -0.204311 8.315796  0.33
H36 -8.062316 1.016940 7.468043  0.35
H37 -7.585767 0.356899 9.086727  0.33
H38 -6.903873 0.206299 4.721803  0.34
H39 -6.029290 -1.324017 4.723917  0.35
H40 -5.226975 0.319631 4.687357  0.37
C16 -5.821935 -2.829564 -5.773541  -1.38
C17 -6.357022 -1.512331 -6.483848  -0.16
C18 -7.921433 -1.539470 -6.663817  -0.71
N6 -8.461032 -0.377916 -7.542306  0.15
C19 -8.058402 -0.579778 -8.998315  -0.98
C20 -9.997173 -0.332149 -7.522644  -0.52
C21 -10.443939 1.102657 -7.939542  -0.53
C22 -9.203623 1.933540 -7.671757  -0.78
C23 -8.081642 1.029793 -7.085561  -0.73
H41 -5.839881 -3.736153 -6.378412  0.37
H42 -6.503376 -3.171495 -4.994557  0.35
H43 -4.773290 -2.839598 -5.476355  0.37
H44 -5.881924 -1.429205 -7.461340  0.30
H45 -6.092202 -0.707940 -5.797605  0.28
H46 -8.359929 -1.488378 -5.667215  0.40
H47 -8.235971 -2.384380 -7.276427  0.34
H48 -8.312361 0.295209 -9.596643  0.38
H49 -8.430289 -1.519992 -9.405490  0.38
H50 -6.978571 -0.522945 -9.135543  0.39
H51 -10.577175 -1.112810 -8.014861  0.45
H52 -10.142915 -0.420279 -6.446033  0.37
H53 -10.636470 1.332203 -8.987555  0.31
H54 -11.179638 1.544155 -7.267285  0.32
H55 -8.865118 2.344248 -8.622975  0.34
H56 -9.305212 2.781492 -6.994437  0.38
H57 -7.043109 1.197702 -7.370782  0.50
H58 -7.934664 1.066729 -6.006142  0.42
C24 6.079888 6.709358 -0.514113  -1.35
C25 7.158525 7.602488 0.110707  -0.55
C26 7.007266 8.150676 1.564736  -0.64
N7 8.304738 8.212704 2.341604  0.31
C27 7.798266 8.716453 3.761670  -0.94
C28 9.456352 9.061292 1.671478  -0.69
C29 10.813912 8.636354 2.314464  -0.62
C30 10.667150 7.106497 2.158206  -0.43
C31 9.135880 6.841232 2.364021  -0.58
H59 5.061768 6.913676 -0.182762  0.33
H60 6.265684 5.677649 -0.215564  0.33
H61 6.155245 6.699845 -1.601462  0.38
H62 7.467480 8.455989 -0.492774  0.43
H63 8.064048 7.006258 -0.001666  0.32
H64 6.410225 7.442045 2.138747  0.46
H65 6.452773 9.085729 1.644181  0.42
H66 7.356796 9.712454 3.796056  0.34
H67 8.675105 8.809941 4.402392  0.37
H68 7.101190 7.948672 4.097383  0.41
H69 9.435825 10.150086 1.718460  0.38
H70 9.463899 8.895124 0.594244  0.35
H71 10.897170 8.881589 3.373245  0.29
H72 11.743877 8.972319 1.855790  0.39
H73 11.053964 6.698990 3.092244  0.28
H74 11.033333 6.517938 1.317002  0.35
H75 8.937065 6.314662 3.297453  0.35
H76 8.781553 6.115105 1.632393  0.32
C32 0.291618 2.031671 -8.261154  0.57
F1 -0.617791 2.711034 -7.561753  -0.21
F2 1.584412 2.373805 -8.049262  -0.22
F3 0.199801 0.708479 -8.061723  -0.22
S1 -0.265137 2.235148 -10.160279  1.04
O6 -1.722151 2.042049 -10.163688  -0.66
O7 0.164298 3.571831 -10.610000  -0.64
O8 0.339788 1.091116 -10.915950  -0.66
P1 0.777045 -1.167675 -0.041488  1.14
F4 0.498143 0.306179 0.600743  -0.39
F5 1.435294 -1.523140 1.358028  -0.34
F6 -0.763166 -1.611544 0.323953  -0.38
F7 1.026537 -2.629435 -0.713236  -0.34
F8 0.155872 -0.577224 -1.394411  -0.34
F9 2.254058 -0.675298 -0.437219  -0.35
P2 5.043202 -7.489735 3.986788  1.15
F10 5.223399 -5.878055 4.100591  -0.36
F11 5.749416 -7.307254 2.465030  -0.38
F12 6.507964 -7.613401 4.779402  -0.35
F13 4.890363 -9.045612 3.814007  -0.32
F14 4.147340 -7.344655 5.414606  -0.39
F15 3.608493 -7.281485 3.282070  -0.35

Cartesian forces, eV/Å:
C 1.5 0.1 1.3
C -2.9 0.1 -5.1
O 2.3 0.3 4.1
N -2.5 -0.9 0.1
H 0.6 0.3 0.4
H 0.6 0.2 -0.1
C -0.6 0.2 -0.1
H 0.2 0.3 0.1
H -0.6 0.1 -0.1
H -0.5 0.1 -0.3
H 1.0 0.1 -0.2
H 0.6 -0.8 -0.1
H 0.4 -0.1 0.0
C 0.8 -0.9 -0.2
C -5.4 1.7 0.4
O 5.5 -1.4 0.1
N -2.2 0.7 -1.6
H 0.8 -1.1 0.0
H -0.8 0.5 0.3
C 2.1 -0.3 -0.3
H -0.3 0.5 0.5
H 0.4 0.0 0.3
H 0.2 0.3 0.3
H -0.2 -0.4 0.2
H -0.4 -0.4 0.6
H -0.1 0.6 -0.7
C 0.7 -1.0 -1.8
C 3.1 3.1 2.3
O -4.5 -1.9 -0.2
N 1.9 -1.2 -0.7
H -0.4 0.5 0.3
H -0.3 -0.2 -1.0
C -0.3 0.7 1.3
H 0.8 -0.4 0.4
H -0.1 0.1 -0.2
H -0.3 0.1 0.1
H -0.6 0.3 -0.6
H -0.1 0.1 -0.2
H 0.3 -0.2 0.0
C 0.1 -0.6 -0.4
C 2.9 -0.8 0.2
O -2.6 0.0 -0.1
N 2.7 -0.1 1.8
H -0.6 0.4 0.0
H -0.7 0.0 0.0
C -1.3 0.8 -1.1
H -1.0 0.6 0.3
H 0.5 0.8 0.1
H -0.2 -0.1 -0.1
H 0.1 -0.8 -0.7
H 0.2 0.0 -0.2
H -0.1 -0.1 0.2
C 0.9 1.2 -1.1
C -3.3 -7.4 1.8
O 2.8 5.6 -0.9
N -2.0 -0.1 0.5
H 0.1 1.0 -0.5
H 0.2 -0.9 -0.1
C 0.6 0.8 -0.8
H 0.3 -0.6 -0.5
H -0.3 0.7 0.6
H 0.4 0.2 -0.1
H -0.4 -0.1 0.9
H 0.2 0.1 0.3
H 0.4 -0.5 0.0
C -1.0 -0.5 -0.9
C -0.4 -1.5 0.4
C 1.3 0.6 -0.9
N -0.4 -0.2 -1.0
C 1.1 0.7 0.1
C -0.5 1.1 1.1
C 1.2 0.3 0.7
C 2.4 0.6 0.2
C 0.2 -0.5 -0.3
H -0.2 0.3 -0.9
H 0.3 0.6 0.6
H -0.2 0.8 0.4
H 0.2 0.3 0.2
H 0.1 0.3 -0.4
H -0.5 0.0 -0.3
H 0.0 -0.4 0.7
H -0.9 -0.2 0.2
H -0.2 0.2 0.2
H 0.2 -0.5 0.6
H 0.9 -0.3 -0.2
H -0.6 0.0 0.0
H -0.8 -0.9 0.1
H -0.6 -0.8 -0.4
H 0.2 0.1 0.2
H -0.4 -0.1 -0.1
H -0.2 0.3 -0.8
H -1.0 -0.4 0.2
C -0.1 -0.1 0.6
C 1.1 0.8 -0.1
C -0.1 -2.0 -1.0
N 1.3 1.0 -0.1
C 1.9 -0.7 -0.6
C 1.0 1.5 0.5
C -1.1 -1.6 -1.2
C -1.3 -0.3 2.5
C -0.5 -0.4 0.4
H 0.0 0.4 -0.3
H 0.0 -0.1 0.1
H -0.2 0.3 0.1
H -0.7 0.2 -0.4
H 0.2 -0.1 0.6
H 0.0 -0.2 0.0
H 0.5 0.2 -0.2
H -0.2 -0.2 -0.9
H -0.1 -0.5 0.1
H 0.2 0.2 0.1
H -1.3 0.1 0.6
H -0.2 -0.7 0.2
H -0.3 0.1 -0.1
H -0.5 0.4 -0.4
H 0.7 -0.5 -0.4
H 0.2 0.8 -0.2
H -0.1 0.6 0.3
H -0.4 0.7 -0.3
C -0.2 -0.6 -4.3
F 0.9 -0.1 1.1
F -1.3 0.3 0.6
F -0.2 0.3 1.1
S 0.2 -1.2 -3.1
O 0.5 0.6 1.3
O -0.1 -1.3 1.3
O 0.0 2.0 2.0
P -0.2 1.1 -1.5
F -0.5 0.8 0.6
F -0.7 -1.8 1.5
F 0.6 -0.4 1.1
F 0.0 0.7 0.8
F 0.3 -0.2 -1.0
F 0.4 0.1 -1.0
P 0.9 3.2 -0.1
F -0.1 0.4 0.1
F -0.1 -1.1 1.4
F -1.9 -0.6 -0.9
F 0.3 -0.5 0.6
F 1.2 -1.3 -0.2
F -0.7 0.0 -0.8

orbital gap = 1.90 eV
E = -131367.475 eV
F_max = 8.29 eV Å⁻¹
charge = +4